Here is a 4-piece molecular cluster, C31H54F8N3O9S4 overall in a non-equilibrium geometry from the Open Molecules 2025 dataset. Energies are from wB97M-V/def2-TZVPD.

XYZ file:
```
109
Properties=species:S:1:pos:R:3:forces:R:3
C -3.47372 -3.46228 -2.71605 1.30 -0.27 3.06
C -3.00025 -3.89630 -1.36071 -0.57 0.83 -2.93
C -2.05983 -2.88827 -0.47789 -2.64 1.04 0.29
C -0.52159 -3.47587 -0.17933 -4.67 0.63 1.75
C -0.84062 -4.95240 0.45097 0.58 -3.08 0.83
N -1.92149 -4.96597 1.53226 1.09 0.11 -0.74
N 0.04258 -3.41903 -1.61549 2.09 1.24 -1.53
S 0.53893 -4.86232 -2.42754 -2.45 -11.41 0.00
O 1.44416 -5.82805 -1.63637 -2.27 5.12 -2.22
O -0.71604 -5.69161 -2.90739 4.64 4.87 1.60
C 1.46058 -4.42197 -4.03711 1.48 -0.13 -4.76
F 1.22984 -5.61384 -4.93668 1.10 4.55 3.68
F 2.91973 -4.24571 -3.84435 -5.59 -0.35 -0.74
F 0.80408 -3.27361 -4.75060 2.54 -3.68 2.76
C 1.24392 -2.45215 -1.68222 1.23 3.43 -0.51
C 0.77603 -1.38815 -0.52868 0.95 0.68 -1.72
C 1.86536 -0.19628 -0.34080 0.67 0.10 1.43
C 2.28435 0.62467 -1.68934 0.49 0.65 0.40
C 1.04774 1.22405 -2.57497 0.46 -0.38 -0.29
C -0.15168 1.94345 -1.72569 0.14 0.71 -0.70
C 0.33510 3.08820 -0.65561 -0.90 -0.32 -0.02
N -0.93440 3.50286 0.11843 0.00 -1.69 -1.21
C 0.39155 -2.39823 0.72699 0.87 -0.10 -3.17
C 1.75420 -3.25205 1.00490 0.17 -0.92 4.24
C 1.66344 -3.94464 2.64861 1.60 -0.18 2.91
C 3.00468 -4.95021 3.06553 -0.50 2.35 -2.69
O 2.73181 -3.43299 3.65458 -3.77 -0.92 -5.10
C -0.33012 -1.50565 1.87421 -3.27 0.30 0.17
F -1.37416 -2.25067 2.67837 3.36 2.11 -2.70
F -1.12436 -0.39654 1.21805 2.43 -3.43 1.68
C 0.59129 -0.76843 2.98388 0.76 1.75 4.10
F 0.05525 0.61050 3.23435 2.12 -4.81 -1.01
F 2.03066 -0.66964 2.75570 -5.04 -0.40 0.39
F 0.40968 -1.50268 4.29194 0.88 2.50 -4.53
H -4.02272 -2.40361 -2.76814 2.33 -1.95 -0.39
H -3.27222 -4.12525 -3.66369 -1.75 0.87 2.15
H -3.37346 -4.95456 -0.96322 1.88 2.05 -1.15
H -2.02761 -1.85952 -1.08336 0.17 -2.23 1.24
H -2.65402 -2.64827 0.50741 1.80 -0.60 -1.58
H 0.10255 -5.48641 0.95123 -1.65 1.51 -1.46
H -1.21857 -5.75583 -0.34782 1.12 2.30 1.25
H -1.50051 -5.09489 2.48113 -0.82 -0.02 -1.39
H -2.66753 -5.66621 1.32435 1.21 0.84 0.43
H -0.57990 -2.95497 -2.34439 -0.47 -0.79 1.30
H 1.24179 -1.81654 -2.69075 -0.46 -1.64 1.95
H 2.32083 -2.89874 -1.69518 -2.19 0.22 0.78
H -0.11370 -0.82447 -1.08529 1.40 -1.44 1.79
H 2.86570 -0.61884 0.15454 -2.16 0.82 -1.11
H 1.42422 0.55039 0.47793 0.84 -1.56 -1.93
H 3.03487 -0.04770 -2.32980 -1.75 1.44 1.19
H 2.93130 1.56336 -1.33462 -1.34 -2.20 -0.58
H 1.50081 2.05463 -3.29340 -0.99 -1.96 1.46
H 0.66040 0.32961 -3.26385 0.48 2.13 1.35
H -0.87084 1.21885 -1.15425 1.47 1.02 -0.98
H -0.83216 2.51119 -2.52584 1.48 -1.33 1.70
H 0.74023 4.04056 -1.21445 -0.61 -2.00 1.18
H 1.07007 2.67569 0.15771 -1.10 0.90 -1.77
H -1.19953 2.65001 0.69638 0.37 1.40 -0.85
H -1.68571 3.52996 -0.63507 1.05 0.19 1.32
H 2.73283 -2.62171 1.12285 -1.98 -1.15 -0.63
H 1.86394 -4.22978 0.37410 -0.28 2.19 0.80
H 0.52620 -4.28500 3.06102 3.50 1.11 -0.87
H 4.09075 -4.64276 3.29191 -1.15 -1.97 0.95
H 3.22666 -4.99011 1.89076 0.41 1.01 1.32
C -1.76006 8.12489 1.24855 0.05 0.20 0.21
C -2.56193 8.72220 0.09321 -0.36 0.06 0.11
C -1.62493 8.82829 -1.10881 -0.44 0.52 -0.25
S -0.40669 7.53705 -0.90821 0.06 -0.20 0.09
O 0.88694 8.15269 -0.69932 -0.26 -0.36 -0.32
O -0.62601 6.51447 -1.91155 0.44 0.20 0.09
C -1.00791 6.94069 0.65975 -0.21 -0.15 0.48
H -2.40659 7.81903 2.07625 0.12 0.04 -0.11
H -1.05032 8.86891 1.62953 -0.08 -0.12 -0.01
H -3.40051 8.05852 -0.15020 0.12 0.09 0.04
H -2.98152 9.69880 0.35413 0.05 -0.16 -0.08
H -2.15992 8.67985 -2.05023 0.28 -0.01 0.07
H -1.10172 9.78832 -1.12491 0.05 -0.23 -0.03
H -0.17232 6.61125 1.27962 -0.03 -0.05 -0.25
H -1.68402 6.10346 0.46236 0.23 0.06 -0.01
C 1.06229 -1.37303 8.13429 0.26 -0.08 -0.11
C -0.09545 -2.27661 7.71266 -0.05 -0.02 -0.36
C -0.77167 -2.78022 8.98670 -0.20 -0.58 -0.43
S -0.49163 -1.52781 10.22957 -0.30 0.31 0.48
O 0.35428 -2.08597 11.26351 -0.46 0.24 -0.27
O -1.74455 -0.86306 10.52749 0.56 -0.37 0.15
C 0.49863 -0.45453 9.20826 0.36 0.34 -0.30
H 1.46273 -0.80513 7.28944 -0.03 -0.08 0.13
H 1.87440 -1.98198 8.54912 -0.08 0.12 -0.04
H -0.81266 -1.69720 7.11866 0.10 -0.06 0.08
H 0.24719 -3.11015 7.09160 -0.06 0.11 0.08
H -1.84667 -2.91686 8.84449 0.17 0.03 0.25
H -0.32072 -3.71257 9.33744 -0.07 0.20 0.09
H 1.27097 0.02667 9.81068 -0.22 -0.08 0.09
H -0.16460 0.29919 8.77344 0.03 -0.11 0.14
C 1.58288 1.80697 -7.51912 0.20 -0.17 -0.04
C 0.39855 1.46814 -8.42309 0.11 -0.02 -0.37
C -0.85246 1.43473 -7.54677 -0.25 -0.46 -0.47
S -0.53851 2.54774 -6.18504 -0.35 0.90 -0.39
O -0.48164 1.77484 -4.96212 -0.27 0.14 -0.09
O -1.37977 3.71974 -6.32338 0.28 -0.73 0.48
C 1.12478 2.97609 -6.66002 0.54 0.09 -0.07
H 2.47630 2.05924 -8.09774 -0.12 -0.04 0.12
H 1.82188 0.94532 -6.88439 0.02 0.11 -0.04
H 0.29113 2.24489 -9.18994 0.02 -0.12 0.13
H 0.54395 0.51453 -8.94018 -0.06 0.17 0.06
H -1.73638 1.77116 -8.09450 0.06 -0.02 0.30
H -1.02647 0.43662 -7.13548 -0.01 0.20 0.05
H 1.74094 3.12367 -5.77146 -0.21 0.07 -0.01
H 1.07847 3.89986 -7.24444 -0.08 -0.10 0.16
```
Positions in Å, forces in eV/Å.

Properties
Charge: +1
Gap between HOMO and LUMO, eV: 6.534
LUMO level, eV: -4.934
Spin multiplicity: 1
Total energy, eV: -120970.3469